1.
Below is 11 unconnected molecules or ions with the total composition C44H64BO28S6 in a non-equilibrium geometry, with properties calculated with ωB97M-V/def2-TZVPD.

Each line ends with the Löwdin charge.
Element x y z (Å)
S: 0.077 6.327 -2.946  0.61
S: -4.258 6.435 -0.578  0.62
S: -1.812 -5.836 5.604  0.65
S: -4.741 -4.944 -0.097  0.63
S: 4.595 3.726 2.109  0.63
S: -2.242 -0.134 5.808  0.69
O: -2.054 0.428 -1.059  0.23
O: 0.190 -0.332 -1.622  0.23
O: 4.663 3.289 3.691  -0.24
O: -3.125 6.020 0.514  -0.27
O: -4.613 -6.488 0.379  -0.26
O: 0.322 6.617 -1.366  -0.28
O: -1.940 -5.622 7.012  -0.23
O: 3.515 4.655 2.000  -0.28
O: -0.901 -0.836 0.473  0.21
O: 5.941 3.962 1.690  -0.27
O: -5.378 6.964 0.152  -0.29
O: -1.329 6.395 -3.208  -0.28
O: -4.977 -4.158 1.099  -0.28
O: -0.032 1.398 -0.128  0.20
O: -2.128 -1.547 5.530  -0.23
O: 1.838 2.517 -0.629  0.14
O: -2.608 -1.996 1.344  0.13
O: -1.247 -7.096 5.155  -0.26
O: 1.019 7.149 -3.661  -0.28
O: -1.966 0.395 7.118  -0.22
O: -3.224 -5.608 4.872  -0.20
O: -4.492 5.321 -1.466  -0.28
O: -1.396 0.752 4.693  -0.24
O: -5.612 -4.858 -1.234  -0.28
O: -1.069 -4.565 4.908  -0.20
O: -3.644 0.426 5.288  -0.19
O: 2.097 0.295 -2.610  0.15
O: -4.134 -0.028 -0.278  0.17
C: -3.023 -4.629 -0.667  -0.08
C: 2.896 -2.578 -1.253  -0.07
C: -1.470 -2.188 -3.853  -0.09
C: 2.806 -3.643 -0.343  -0.09
C: 4.530 -0.587 -4.537  -0.10
C: 1.178 0.478 -1.874  -0.37
C: -5.729 -8.111 -1.076  -0.08
C: 3.930 0.542 -5.067  -0.10
C: -2.955 -0.179 -0.298  -0.39
C: -3.629 0.428 3.855  -0.13
C: 5.301 -2.573 -0.970  -0.09
C: -1.598 -4.363 3.608  -0.17
C: -3.452 -2.262 -5.190  -0.09
C: -3.392 7.773 -1.424  -0.10
C: -4.426 -7.468 -0.623  -0.28
C: 1.885 -2.292 4.118  -0.08
C: 2.771 -2.062 3.060  -0.09
C: 2.289 2.425 4.069  -0.08
C: 4.066 2.149 1.356  -0.11
C: -2.272 1.132 3.631  -0.17
C: 1.333 -0.367 2.192  -0.07
C: 1.655 6.374 -0.853  -0.27
C: 0.449 -0.603 3.238  -0.06
C: -3.030 -4.947 3.598  -0.13
C: -2.176 4.997 0.145  -0.25
C: 6.650 0.145 -5.374  -0.10
C: 6.030 1.273 -5.895  -0.11
C: 2.540 -1.069 2.126  -0.08
C: 5.921 -0.752 -4.598  -0.08
C: 4.135 -1.962 -1.429  -0.10
C: -2.689 -2.641 -6.298  -0.09
C: 0.704 -1.612 4.164  -0.08
C: 5.200 -3.677 -0.145  -0.11
C: -0.673 -2.534 -4.946  -0.09
C: 2.197 7.568 -0.112  -0.06
C: 4.654 1.500 -5.752  -0.08
C: 0.608 4.608 -3.045  -0.10
C: -1.296 -2.637 -6.172  -0.11
C: -2.160 -1.103 0.683  -0.40
C: 3.480 3.312 4.458  -0.29
C: -2.791 3.681 0.636  -0.05
C: 1.092 1.603 -0.788  -0.38
C: 3.960 -4.160 0.233  -0.11
C: -2.840 -2.092 -3.954  -0.09
B: -0.700 0.178 -0.590  -0.93
H: -3.675 -0.577 3.436  0.12
H: -0.079 -1.965 4.827  0.08
H: -2.039 4.963 -0.939  0.09
H: -6.559 -7.403 -1.133  0.07
H: -1.001 -4.976 2.928  0.13
H: 3.065 4.303 4.661  0.12
H: 3.783 2.967 5.449  0.12
H: 2.239 8.447 -0.752  0.08
H: -3.789 -4.173 3.537  0.12
H: -3.966 -6.982 -1.488  0.10
H: -4.511 -2.071 -5.303  0.10
H: 0.366 -2.747 -4.739  0.10
H: 6.286 -1.604 -4.040  0.09
H: -6.062 -8.867 -0.359  0.07
H: 1.666 4.516 -2.816  0.06
H: 6.592 1.993 -6.478  0.09
H: -1.197 5.247 0.552  0.12
H: 2.173 -3.096 4.785  0.10
H: 1.621 7.686 0.807  0.08
H: 1.830 -4.087 -0.197  0.10
H: -3.352 3.899 1.541  0.08
H: 3.213 7.375 0.238  0.08
H: -5.726 -8.603 -2.049  0.08
H: 1.073 0.274 1.358  0.09
H: 2.875 0.643 -4.853  0.09
H: -3.180 -5.720 2.848  0.12
H: 7.730 0.150 -5.460  0.09
H: 6.139 -4.027 0.268  0.10
H: -0.982 -2.049 -2.895  0.09
H: -2.499 2.192 3.762  0.13
H: 4.133 -1.014 -1.949  0.08
H: -3.832 -8.328 -0.311  0.12
H: 1.704 2.237 4.971  0.08
H: -3.384 -1.748 -3.082  0.10
H: 1.640 5.500 -0.201  0.12
H: 6.285 -2.278 -1.311  0.10
H: -0.611 -2.990 -6.939  0.10
H: -1.828 0.992 2.648  0.12
H: -0.508 -0.108 3.359  0.06
H: -3.393 3.274 -0.176  0.08
H: 4.713 1.312 1.597  0.08
H: 3.849 -1.264 -4.044  0.08
H: -2.386 -4.921 0.164  0.07
H: 4.275 2.398 -6.221  0.10
H: -2.066 2.876 0.787  0.06
H: -2.896 -3.552 -0.760  0.05
H: -2.911 -5.060 -1.656  0.06
H: 3.045 1.925 1.660  0.03
H: 2.037 -2.202 -1.791  0.09
H: 3.153 -1.082 1.232  0.09
H: 3.817 -5.094 0.763  0.10
H: 1.660 2.799 3.266  0.08
H: -1.616 -3.312 3.338  0.10
H: 0.429 4.295 -4.070  0.08
H: -2.330 7.678 -1.208  0.05
H: -3.864 8.677 -1.057  0.07
H: -3.147 -2.792 -7.265  0.09
H: 2.310 6.150 -1.695  0.10
H: 3.943 2.341 0.291  0.06
H: -3.390 7.625 -2.502  0.06
H: 2.621 1.403 3.856  0.07
H: 3.641 -2.689 2.901  0.09
H: -4.476 1.042 3.569  0.14
H: 0.054 4.098 -2.260  0.06

Forces on the atoms, in the same order (eV/Å):
1.71 -0.36 0.60
0.20 -0.55 -0.13
0.13 -0.70 -0.21
1.11 1.06 0.51
-0.56 -2.80 0.81
0.39 0.66 0.14
-0.45 0.48 -0.46
-0.60 -0.81 -0.77
0.60 0.43 -1.58
-0.67 0.75 -0.51
-0.10 0.67 0.90
-0.92 -0.14 -0.67
0.08 0.16 -1.04
0.22 0.62 -0.36
1.09 0.03 0.29
-0.44 0.50 0.34
0.88 -0.04 -0.13
0.44 0.20 0.39
0.12 -1.42 -1.35
-0.22 0.27 0.51
-0.18 1.60 0.22
0.40 0.33 0.04
-0.10 0.12 0.61
-0.47 1.71 0.18
-0.67 -0.30 0.02
-0.36 -0.75 -1.64
0.83 0.11 0.64
0.40 0.65 0.39
-1.01 -0.77 1.38
0.10 -0.20 0.40
-0.43 -0.76 1.21
-0.22 -0.94 1.05
0.07 0.12 -0.68
-0.38 0.07 -0.41
-1.31 0.57 0.59
0.51 -0.08 1.05
0.71 -0.62 0.39
0.00 0.47 -1.20
0.49 0.53 -0.12
0.86 0.17 1.62
-1.37 0.04 0.39
-0.75 0.24 -0.01
0.35 -0.04 1.01
0.87 0.17 -0.01
-0.48 0.13 -0.14
-0.34 -0.94 -0.87
0.02 -0.32 -0.35
0.10 -0.72 0.00
-0.65 -0.70 -2.04
1.56 -0.86 -0.83
0.39 0.27 0.26
0.77 -0.88 0.24
-0.58 0.92 0.00
-1.28 1.14 -0.29
0.52 0.03 0.01
0.90 -0.15 -0.33
-0.19 -0.45 -0.31
-0.26 -0.11 0.46
-0.30 -0.95 -0.26
0.31 0.71 0.75
-0.75 0.02 -0.45
-1.01 -0.76 -0.19
-1.29 -0.30 -0.29
-0.23 -0.03 -0.48
0.45 1.18 0.41
-0.54 0.16 0.11
0.51 0.37 0.48
-1.06 0.61 1.16
-0.07 -0.19 0.38
1.33 -0.45 -0.13
-0.12 0.78 0.20
0.72 -1.81 -0.31
-0.33 -0.13 -1.41
-1.76 -0.15 1.47
0.80 -0.32 -0.75
-0.78 0.04 -1.01
-0.79 -0.81 -0.53
0.02 0.82 -0.15
-0.47 -0.44 0.27
-0.11 -0.03 0.11
0.22 0.45 0.24
-0.16 0.14 0.01
0.26 0.24 0.00
0.18 0.46 -0.20
0.54 0.33 -0.56
0.38 -0.09 -0.15
-0.30 0.13 0.18
-0.05 -0.09 -0.13
0.21 -0.27 0.06
-0.07 -0.26 0.07
0.17 0.26 -0.53
0.65 0.03 -0.31
0.15 0.03 0.06
0.02 0.17 -0.07
0.21 -0.06 0.11
-0.26 0.18 0.44
-0.48 0.02 0.22
-0.15 0.55 -0.19
0.09 -0.16 0.27
-0.15 -0.28 0.02
0.03 -0.27 -0.20
0.62 0.07 -0.02
0.03 0.15 0.58
-0.05 0.19 -0.32
0.02 0.27 -0.27
0.02 -0.56 0.06
-0.21 -0.56 -0.03
-0.11 0.04 0.03
0.40 0.08 -0.08
0.34 -0.16 -0.28
0.60 0.73 0.64
-0.24 0.54 -0.03
-0.27 -0.15 -0.11
-0.26 -0.06 -0.07
-0.05 0.49 0.25
-0.55 0.27 -0.56
0.15 -0.26 0.11
1.01 -0.48 -0.84
-0.59 0.24 0.33
0.30 0.26 0.00
0.37 -0.26 0.19
0.25 -0.47 -0.36
-0.50 -0.06 0.25
0.28 0.36 0.32
-0.38 0.04 0.01
0.38 -0.39 0.22
0.18 0.14 0.40
-0.12 0.10 0.27
0.12 0.48 0.03
0.42 0.23 0.52
0.04 0.06 -0.01
0.33 0.00 0.17
-0.27 -0.24 0.13
-0.10 0.24 0.53
0.24 0.19 -0.20
-0.05 -0.03 -0.02
0.02 0.02 0.03
0.57 -0.02 -0.08
-0.73 0.08 0.01
0.08 0.18 -0.41
0.04 -0.03 0.33
0.07 -0.08 -0.28
-0.23 -0.31 -0.36

Calculated values
- E_tot: -169687.0124 eV
- Total charge: -1
- LUMO: 1.815 eV
- Kohn-Sham gap: 9.166 eV
- Highest occupied orbital energy: -0.270 hartree

***

2.
Below is a molecular structure, C27H65Ba2NO20 in a non-equilibrium geometry, with properties calculated with ωB97M-V/def2-TZVPD.

Each line ends with the Löwdin charge.
Element x y z (Å)
Ba: 0.914 1.204 3.390  2.03
Ba: -3.348 -0.464 3.415  2.03
O: -0.262 -0.134 -6.753  -0.02
O: -4.837 -2.162 1.643  -0.22
O: -0.810 3.400 4.534  -0.08
O: 3.047 -0.708 3.135  -0.18
O: -2.107 2.159 3.226  -0.22
O: -1.886 1.628 -0.630  -0.08
O: -5.335 1.045 2.259  -0.23
O: -1.121 -0.065 5.201  -0.27
O: -5.842 -1.818 3.533  -0.16
O: -6.281 -3.681 2.346  0.15
O: 0.842 -0.081 6.191  -0.12
O: 0.871 -0.131 0.954  -0.11
O: -0.396 -1.428 -0.218  0.15
O: -1.003 -0.506 1.803  -0.25
O: -2.734 4.184 3.716  0.13
O: 0.479 2.803 0.318  -0.13
O: -1.009 -0.577 7.377  0.14
O: 3.688 -2.606 1.058  -0.09
O: -2.684 -3.294 4.149  -0.14
O: 2.884 2.331 1.777  -0.23
N: 0.609 -0.921 -5.993  -0.11
C: -0.043 4.048 0.683  -0.30
C: 5.111 2.386 0.730  -0.06
C: -2.015 -4.367 3.677  -0.35
C: 5.316 -0.351 3.723  -0.08
C: -0.413 -0.277 6.240  -0.84
C: -0.213 -0.632 0.805  -0.90
C: 1.533 -2.462 -3.665  -0.15
C: -3.662 1.614 -2.098  -0.06
C: 4.081 -1.172 3.886  -0.35
C: -1.843 3.226 3.855  -0.89
C: -1.283 -2.544 -5.375  -0.04
C: 0.958 -0.227 -4.711  -0.48
C: 0.145 -2.323 -5.921  -0.48
C: 4.824 -1.984 0.455  -0.26
C: 1.999 -1.041 -3.950  -0.16
C: 4.051 3.046 1.583  -0.32
C: 1.700 1.087 -5.030  -0.04
C: 0.192 4.902 -0.565  -0.07
C: 0.263 -2.851 -7.389  -0.04
C: -5.763 -2.510 2.493  -0.87
C: -0.314 0.085 -3.866  -0.02
C: -0.785 -3.919 2.907  -0.06
C: -2.984 2.465 -1.042  -0.27
C: -5.444 3.437 1.617  -0.05
C: 1.074 -3.156 -5.002  -0.12
C: 4.220 -1.120 -0.642  -0.06
C: -5.773 2.324 2.652  -0.30
H: -3.840 0.624 -1.678  0.09
H: 3.071 -1.276 2.362  0.05
H: -1.191 -3.274 2.128  0.06
H: 5.707 -0.194 2.718  0.05
H: -6.801 2.358 3.011  0.12
H: 2.249 2.430 1.063  0.03
H: -2.129 -1.945 -5.711  0.08
H: 3.780 4.084 1.388  0.12
H: -2.423 -3.126 5.057  0.10
H: 6.128 -0.802 4.293  0.09
H: -0.464 -2.313 -7.998  0.07
H: 0.023 -3.906 -7.523  0.08
H: 0.532 4.529 1.475  0.12
H: -1.591 -3.584 -5.492  0.08
H: 4.522 3.041 2.566  0.11
H: -1.297 -2.488 -4.286  0.06
H: -2.918 1.421 -2.871  0.06
H: -6.151 0.573 2.080  0.09
H: -0.329 4.525 -1.445  0.07
H: 4.911 -0.310 -0.874  0.06
H: 3.777 -1.061 4.927  0.13
H: 3.833 -1.542 -1.569  0.06
H: -4.354 3.432 1.638  0.04
H: 2.406 -3.021 -3.329  0.10
H: -2.677 -4.952 3.039  0.12
H: -4.539 2.120 -2.502  0.08
H: -0.148 -0.716 7.779  0.11
H: 0.961 1.862 -5.235  0.08
H: 1.919 -3.528 -5.581  0.11
H: 5.712 -2.604 0.331  0.13
H: 0.618 -4.117 -4.766  0.11
H: 0.662 -2.519 -3.012  0.09
H: 3.851 -3.548 0.975  0.10
H: -5.803 3.094 0.647  0.08
H: 5.076 0.666 4.032  0.08
H: 4.675 1.920 -0.154  0.07
H: 5.858 3.106 0.395  0.08
H: 0.260 0.413 -7.345  0.11
H: 2.515 0.957 -5.743  0.09
H: 1.276 -2.708 -7.766  0.08
H: -3.749 2.782 -0.333  0.08
H: -0.624 -0.716 -3.194  0.06
H: -1.124 0.515 -4.456  0.08
H: 4.346 -2.191 3.606  0.12
H: -0.286 -4.734 2.383  0.07
H: 2.159 1.494 -4.128  0.08
H: -3.141 3.521 3.153  0.04
H: 0.015 -3.332 3.357  0.08
H: -0.138 5.903 -0.286  0.07
H: -5.195 2.431 3.570  0.10
H: -1.094 3.962 0.960  0.11
H: 3.375 -0.521 -0.304  0.07
H: -2.615 3.414 -1.433  0.11
H: -1.782 -5.057 4.488  0.12
H: 2.582 -0.572 -3.158  0.10
H: 0.415 -1.145 -0.646  0.11
H: -5.774 4.417 1.960  0.09
H: 1.263 5.029 -0.720  0.07
H: 5.647 1.591 1.249  0.06
H: -0.262 2.413 -0.151  0.05
H: -5.892 -3.962 1.514  0.12
H: 5.143 -1.314 1.254  0.07
H: -2.313 0.814 -0.352  0.08
H: -0.077 0.921 -3.208  0.07
H: 2.846 -1.149 -4.628  0.12

Forces on the atoms, in the same order (eV/Å):
-1.37 -0.57 0.32
0.58 -0.46 -0.53
-1.23 0.07 0.28
-1.23 -0.48 -0.36
0.00 -0.05 -0.48
-1.72 0.52 -1.31
-0.53 -1.11 -0.68
-0.34 1.33 0.75
-0.88 -0.38 -0.88
-0.68 -0.73 0.36
-1.73 -0.26 0.66
-1.89 -1.69 -0.04
-0.65 -0.64 0.78
4.76 2.15 -1.14
-1.08 -0.19 -1.12
-2.20 -0.69 -0.97
-0.64 0.50 -0.09
0.59 -0.98 1.26
0.48 -0.63 0.32
0.39 -1.57 0.13
-1.82 2.66 1.28
-1.06 -1.16 0.52
1.91 -0.29 0.96
0.60 1.17 -1.54
-0.17 -0.10 -1.04
1.95 -2.21 -0.46
0.81 1.05 -0.06
0.66 2.44 -4.55
-2.05 -0.31 5.19
-0.18 -0.37 -1.52
0.51 0.57 -0.42
1.57 -0.42 1.32
4.40 -0.81 2.30
-0.43 -0.38 0.74
-0.39 0.69 0.39
-0.44 -0.55 -0.67
-1.30 1.88 0.81
0.31 -1.35 -0.98
1.22 0.44 1.39
-0.81 0.31 0.54
-0.49 1.22 1.20
-0.44 0.15 0.49
5.60 3.57 0.51
0.91 0.83 0.37
-0.06 -0.08 -1.35
-0.28 -0.59 -1.13
0.46 -1.53 1.34
0.70 0.27 0.16
0.77 1.23 -0.61
0.64 1.48 1.13
-0.71 0.08 0.07
-0.68 0.03 -0.84
0.16 0.13 -0.25
-0.28 -0.50 -0.24
-0.26 -0.35 -0.46
-0.30 0.09 -0.80
0.44 0.34 -0.43
0.44 0.09 -0.63
0.04 0.03 0.10
0.04 0.34 0.29
0.21 0.13 -0.14
-0.06 -0.14 0.47
-0.06 -0.44 0.40
0.18 -0.17 -0.57
-0.12 0.47 0.33
0.16 0.43 0.12
-0.20 0.18 -0.34
0.27 -0.89 -0.28
0.12 0.07 0.03
0.43 -0.17 -0.52
0.11 -0.63 0.22
0.53 -0.68 0.09
0.03 0.30 -0.63
-0.36 -0.25 0.59
0.00 0.20 -0.34
-0.16 -0.44 -0.09
0.13 -0.36 2.06
0.19 0.10 -0.91
0.52 0.65 -0.09
-0.46 -0.45 -0.81
-0.61 0.18 0.16
0.38 0.05 0.54
-0.54 -0.24 0.28
-0.11 0.51 -0.05
0.34 0.11 0.50
-0.04 0.13 -0.18
-0.03 0.09 0.02
0.46 -0.24 0.01
-0.38 0.09 -0.36
-0.05 0.23 0.02
0.52 -0.53 0.90
-0.22 -0.08 -0.39
-0.10 -0.64 -0.30
-0.41 -0.36 0.38
-0.11 -0.26 0.05
0.11 -0.35 0.29
-2.77 0.85 -1.36
-0.37 -0.07 0.83
-0.37 0.32 -0.54
0.05 1.05 0.17
-0.04 0.11 0.15
-0.21 -0.42 0.83
0.48 -0.22 -0.21
0.25 -0.08 0.22
-1.11 0.48 0.66
0.52 -0.71 -1.28
-0.27 -0.13 -0.30
0.00 -0.44 -0.27
-0.18 0.05 0.23
-0.18 -1.12 -0.25
0.01 -0.41 -0.39
0.34 0.40 -0.33
0.35 -0.37 0.33
0.27 0.06 0.34
0.02 -0.21 -0.68

Calculated values
- E_tot: -72885.8046 eV
- LUMO: 0.227 eV
- Kohn-Sham gap: 8.652 eV
- Highest occupied orbital energy: -0.310 hartree

***

Q: What is the LUMO in the first record?
A: 1.815 eV